# 1
{
  "formula": "C40H122N10O16",
  "method": "ωB97M-V/def2-TZVPD",
  "homo_lumo_gap_ha": 0.3302,
  "relative_energy_kcal_mol": 79.75,
  "homo_energy_ev": -8.33,
  "symbols": ["C", "C", "C", "O", "C", "N", "H", "H", "H", "H", "H", "H", "H", "H", "H", "H", "H", "C", "C", "C", "O", "C", "N", "H", "H", "H", "H", "H", "H", "H", "H", "H", "H", "H", "C", "C", "C", "O", "C", "N", "H", "H", "H", "H", "H", "H", "H", "H", "H", "H", "H", "C", "C", "C", "O", "C", "N", "H", "H", "H", "H", "H", "H", "H", "H", "H", "H", "H", "C", "C", "C", "O", "C", "N", "H", "H", "H", "H", "H", "H", "H", "H", "H", "H", "H", "C", "C", "C", "O", "C", "N", "H", "H", "H", "H", "H", "H", "H", "H", "H", "H", "H", "C", "C", "C", "O", "C", "N", "H", "H", "H", "H", "H", "H", "H", "H", "H", "H", "H", "C", "C", "C", "O", "C", "N", "H", "H", "H", "H", "H", "H", "H", "H", "H", "H", "H", "C", "C", "C", "O", "C", "N", "H", "H", "H", "H", "H", "H", "H", "H", "H", "H", "H", "C", "C", "C", "O", "C", "N", "H", "H", "H", "H", "H", "H", "H", "H", "H", "H", "H", "O", "H", "H", "O", "H", "H", "O", "H", "H", "O", "H", "H", "O", "H", "H", "O", "H", "H"],
  "positions_angstrom": [[-11.707, -21.117, -1.637], [-10.212, -20.847, -1.406], [-9.642, -19.965, -2.515], [-9.697, -20.663, -3.741], [-9.164, -19.957, -4.859], [-9.952, -20.154, -0.126], [-12.208, -21.740, -0.904], [-11.896, -21.570, -2.635], [-12.344, -20.232, -1.809], [-9.712, -21.788, -1.384], [-8.632, -19.695, -2.164], [-10.156, -19.022, -2.648], [-8.061, -19.812, -4.738], [-9.653, -18.994, -4.961], [-9.276, -20.438, -5.891], [-10.198, -20.706, 0.649], [-10.430, -19.219, -0.065], [-10.505, -18.138, -10.237], [-9.138, -18.524, -9.554], [-8.247, -17.302, -9.602], [-6.856, -17.592, -9.258], [-6.019, -16.446, -9.066], [-9.367, -19.138, -8.246], [-10.332, -17.584, -11.106], [-11.154, -17.606, -9.493], [-11.215, -18.940, -10.409], [-8.642, -19.272, -10.211], [-8.634, -16.517, -8.931], [-8.229, -16.867, -10.592], [-5.110, -16.709, -8.475], [-6.515, -15.740, -8.451], [-5.712, -15.953, -10.007], [-9.636, -18.495, -7.543], [-8.446, -19.477, -8.029], [-6.291, -23.946, -5.648], [-4.907, -23.868, -6.315], [-4.971, -24.819, -7.469], [-4.932, -26.095, -6.906], [-5.080, -27.117, -7.975], [-4.655, -22.529, -6.789], [-6.455, -24.923, -5.298], [-6.994, -23.803, -6.417], [-6.582, -23.300, -4.756], [-4.074, -24.144, -5.616], [-4.110, -24.592, -8.140], [-5.896, -24.658, -8.040], [-4.132, -27.211, -8.437], [-5.806, -26.850, -8.769], [-5.297, -28.067, -7.419], [-5.474, -22.007, -7.156], [-4.271, -21.857, -6.178], [-17.166, -24.420, -7.355], [-16.430, -25.729, -7.795], [-17.330, -26.848, -7.462], [-17.421, -27.069, -6.043], [-18.257, -28.125, -5.729], [-16.104, -25.659, -9.257], [-16.770, -23.500, -7.849], [-17.122, -24.298, -6.262], [-18.280, -24.451, -7.685], [-15.502, -25.889, -7.276], [-16.893, -27.739, -7.973], [-18.341, -26.727, -7.933], [-18.374, -28.264, -4.652], [-17.941, -29.091, -6.058], [-19.273, -27.984, -6.005], [-15.881, -26.571, -9.559], [-16.917, -25.294, -9.733], [-13.648, -28.106, -11.646], [-14.750, -28.969, -11.020], [-14.191, -30.327, -10.965], [-15.158, -31.298, -10.483], [-14.625, -32.631, -10.471], [-15.276, -28.497, -9.755], [-12.693, -28.320, -11.211], [-13.785, -27.079, -11.573], [-13.482, -28.537, -12.701], [-15.670, -29.005, -11.635], [-13.270, -30.322, -10.263], [-13.866, -30.548, -12.027], [-13.751, -32.587, -9.821], [-14.307, -32.939, -11.462], [-15.425, -33.272, -10.019], [-15.949, -29.163, -9.454], [-14.541, -28.444, -9.050], [-12.122, -24.947, -13.929], [-10.916, -23.941, -13.985], [-9.922, -24.235, -15.060], [-8.818, -23.402, -14.742], [-7.699, -23.591, -15.643], [-11.487, -22.616, -14.006], [-12.467, -24.903, -12.917], [-11.752, -25.969, -14.104], [-12.934, -24.791, -14.625], [-10.322, -24.181, -13.140], [-10.202, -23.970, -16.072], [-9.566, -25.275, -15.014], [-7.053, -24.439, -15.409], [-7.041, -22.736, -15.417], [-8.066, -23.576, -16.651], [-12.109, -22.647, -14.791], [-10.719, -21.949, -14.184], [-8.189, -25.802, -10.357], [-9.669, -25.758, -10.100], [-10.078, -26.096, -8.659], [-9.456, -27.289, -8.196], [-9.663, -27.493, -6.808], [-10.297, -24.490, -10.529], [-7.860, -25.343, -11.337], [-7.853, -26.807, -10.393], [-7.642, -25.459, -9.509], [-10.058, -26.592, -10.699], [-11.196, -26.274, -8.542], [-9.750, -25.292, -8.011], [-9.516, -26.574, -6.279], [-8.907, -28.221, -6.548], [-10.609, -27.996, -6.514], [-9.892, -23.593, -10.197], [-11.316, -24.530, -10.339], [-11.233, -23.245, -5.078], [-12.221, -23.791, -6.081], [-13.542, -24.029, -5.399], [-13.564, -25.327, -4.798], [-14.438, -25.550, -3.793], [-12.255, -22.820, -7.135], [-11.081, -23.834, -4.189], [-11.611, -22.315, -4.637], [-10.256, -23.020, -5.454], [-11.828, -24.754, -6.521], [-14.373, -23.992, -6.078], [-13.748, -23.274, -4.657], [-15.493, -25.622, -4.171], [-14.456, -24.831, -2.962], [-14.165, -26.485, -3.407], [-12.524, -21.913, -6.752], [-12.842, -23.003, -7.943], [-8.063, -31.044, -11.477], [-8.789, -31.118, -10.084], [-7.842, -30.417, -9.073], [-8.266, -30.428, -7.775], [-7.255, -30.136, -6.799], [-10.103, -30.625, -10.149], [-8.515, -31.722, -12.230], [-6.928, -31.310, -11.422], [-8.068, -30.017, -11.900], [-8.706, -32.130, -9.731], [-7.691, -29.349, -9.298], [-6.885, -30.985, -9.095], [-6.774, -29.157, -6.843], [-6.467, -30.853, -7.025], [-7.583, -30.310, -5.778], [-10.144, -29.638, -10.213], [-10.657, -30.852, -9.272], [-5.916, -18.842, -12.842], [-5.793, -20.235, -12.325], [-5.129, -20.356, -10.940], [-5.343, -21.626, -10.392], [-4.385, -22.618, -10.497], [-7.161, -20.730, -12.198], [-4.935, -18.422, -13.069], [-6.498, -18.293, -12.124], [-6.397, -18.874, -13.809], [-5.270, -20.844, -13.004], [-5.671, -19.635, -10.271], [-4.064, -20.107, -11.049], [-4.809, -23.598, -10.307], [-3.588, -22.497, -9.811], [-3.832, -22.687, -11.459], [-7.546, -21.004, -13.141], [-7.135, -21.670, -11.715], [-11.886, -28.959, -8.287], [-12.520, -28.503, -7.685], [-11.020, -28.540, -8.302], [-13.589, -27.440, -6.516], [-13.510, -26.689, -5.930], [-14.468, -27.764, -6.361], [-10.234, -21.843, -9.000], [-10.851, -22.392, -8.407], [-10.148, -20.921, -8.644], [-12.396, -21.805, -11.194], [-11.800, -21.433, -10.599], [-12.007, -21.995, -12.030], [-7.163, -21.334, -8.336], [-6.760, -21.326, -9.235], [-8.105, -21.539, -8.513], [-13.444, -24.061, -9.425], [-13.528, -23.346, -10.101], [-14.303, -24.526, -9.387]],
  "mulliken_charge": [-0.93, 0.50, -0.93, -0.04, -0.62, -0.70, 0.38, -0.06, 0.27, 0.27, 0.36, 0.41, 0.32, 0.38, -0.06, 0.25, 0.25, -1.61, 1.54, -1.26, -0.12, -0.95, -0.36, 0.48, 0.35, 0.22, -0.40, 0.45, 0.39, 0.24, 0.41, 0.30, 0.29, 0.11, -1.50, 0.40, 0.47, -0.43, -0.41, -0.52, 0.53, 0.23, 0.28, 0.39, 0.40, -0.73, 0.46, 0.12, 0.06, -0.04, 0.29, -1.58, 1.89, -0.36, -0.26, -0.94, -0.49, 0.38, 0.31, 0.39, -0.87, -0.09, 0.37, 0.29, 0.35, 0.37, 0.36, 0.25, -1.32, -0.02, -0.32, -0.36, -0.71, -0.27, 0.06, 0.46, 0.37, 0.37, 0.08, 0.33, 0.30, 0.30, 0.22, 0.32, -0.05, -1.44, 0.98, -1.18, -0.15, -0.75, -0.55, 0.18, 0.36, 0.41, 0.03, 0.49, 0.36, 0.30, 0.15, 0.33, 0.29, 0.24, -1.18, 0.75, -0.12, 0.62, -0.57, 0.82, 0.25, 0.27, 0.04, -0.27, -0.22, 0.03, 0.38, -0.16, 0.19, -0.38, -0.24, -1.99, 1.80, -0.71, -0.46, -0.86, 0.13, 0.66, 0.19, 0.20, -1.18, 0.09, 0.53, 0.22, 0.36, 0.32, 0.22, 0.23, -1.32, -0.03, -0.29, -0.31, -0.60, -0.37, 0.34, 0.32, 0.26, 0.37, -0.04, 0.54, -0.03, 0.40, 0.29, 0.00, 0.36, -1.46, 0.24, -0.57, -0.38, -0.83, -0.38, 0.41, 0.07, 0.44, 0.50, 0.10, 0.52, 0.13, 0.36, 0.37, 0.16, 0.10, -0.44, 0.37, 0.20, -0.61, 0.42, 0.14, -0.39, 0.41, 0.03, -0.66, 0.21, 0.34, -0.18, 0.36, 0.03, -0.45, 0.19, 0.11]
}

=====

# 2
{
  "formula": "C40H23BrF15GeN5PtS",
  "method": "ωB97M-V/def2-TZVPD",
  "homo_lumo_gap_ha": 0.2136,
  "relative_energy_kcal_mol": 0.00,
  "homo_energy_ev": -7.32,
  "symbols": ["Pt", "Br", "C", "C", "C", "C", "C", "C", "N", "C", "C", "C", "C", "C", "C", "N", "H", "H", "H", "H", "H", "H", "H", "H", "H", "C", "C", "C", "C", "C", "C", "H", "H", "H", "H", "H", "H", "H", "H", "H", "N", "C", "C", "N", "C", "C", "N", "H", "H", "H", "H", "H", "F", "C", "C", "C", "F", "C", "F", "C", "F", "C", "F", "Ge", "S", "C", "C", "F", "C", "F", "C", "F", "C", "F", "C", "F", "C", "C", "F", "C", "F", "C", "F", "C", "F", "C", "F"],
  "positions_angstrom": [[1.763, -0.541, -1.124], [-2.551, -2.716, -6.901], [-1.609, -2.549, -5.274], [-0.861, -3.620, -4.810], [-0.169, -3.495, -3.615], [-0.230, -2.300, -2.913], [-0.972, -1.224, -3.382], [-1.674, -1.356, -4.567], [0.489, -2.149, -1.686], [0.370, -3.053, -0.771], [1.095, -2.850, 0.491], [1.016, -3.734, 1.552], [1.691, -3.419, 2.726], [2.415, -2.241, 2.782], [2.463, -1.402, 1.674], [1.819, -1.704, 0.549], [-0.812, -4.538, -5.377], [0.446, -4.310, -3.258], [-1.038, -0.323, -2.786], [-2.274, -0.536, -4.936], [-0.288, -3.912, -0.883], [0.427, -4.634, 1.462], [1.644, -4.083, 3.578], [2.950, -1.953, 3.674], [3.008, -0.469, 1.661], [4.782, 3.809, -0.464], [4.584, 2.710, 0.587], [3.884, 3.299, 1.817], [5.948, 2.140, 0.994], [3.745, 1.642, 0.019], [3.026, 0.784, -0.439], [5.404, 4.608, -0.057], [3.823, 4.235, -0.759], [5.266, 3.411, -1.356], [4.477, 4.117, 2.230], [3.753, 2.542, 2.590], [2.897, 3.679, 1.553], [6.576, 2.929, 1.410], [6.459, 1.706, 0.135], [5.831, 1.362, 1.749], [0.802, 3.774, -4.057], [1.248, 2.495, -4.066], [1.332, 1.771, -2.857], [1.744, 0.519, -2.870], [2.115, -0.043, -4.039], [2.039, 0.698, -5.194], [1.603, 1.957, -5.225], [0.418, 4.179, -3.223], [0.688, 4.247, -4.935], [1.058, 2.193, -1.900], [2.459, -1.066, -4.012], [2.338, 0.260, -6.136], [-3.479, -1.018, -1.192], [-3.164, -1.963, -0.302], [-2.553, -1.615, 0.892], [-2.275, -2.660, 1.750], [-1.660, -2.448, 2.927], [-2.584, -3.982, 1.457], [-2.277, -4.962, 2.316], [-3.190, -4.289, 0.252], [-3.479, -5.553, -0.053], [-3.485, -3.269, -0.640], [-4.067, -3.555, -1.804], [-2.025, 0.285, 1.150], [-0.792, 0.844, -0.469], [-3.662, 1.381, 1.293], [-3.504, 2.739, 1.496], [-2.280, 3.241, 1.723], [-4.564, 3.630, 1.490], [-4.367, 4.935, 1.688], [-5.847, 3.151, 1.278], [-6.880, 3.989, 1.270], [-6.048, 1.793, 1.088], [-7.281, 1.324, 0.901], [-4.957, 0.939, 1.105], [-5.217, -0.368, 0.946], [-1.266, 0.432, 2.975], [-2.108, 0.356, 4.072], [-3.413, 0.083, 3.888], [-1.680, 0.509, 5.379], [-2.533, 0.422, 6.400], [-0.336, 0.739, 5.619], [0.108, 0.879, 6.865], [0.545, 0.805, 4.553], [1.846, 1.002, 4.782], [0.070, 0.652, 3.257], [0.987, 0.708, 2.288]],
  "mulliken_charge": [0.61, -0.18, -0.18, -0.68, -0.13, -0.69, 0.46, -0.98, 0.12, -0.51, 0.38, -0.69, -0.62, -0.53, 0.11, 0.13, 0.46, 0.56, 0.42, 0.53, 0.63, 0.55, 0.45, 0.50, 0.12, -1.71, 2.28, -1.61, -1.63, -0.12, -1.19, 0.42, 0.35, 0.36, 0.43, 0.29, 0.38, 0.40, 0.38, 0.35, -0.43, 0.06, 0.23, 0.30, -0.23, -0.54, -0.65, 0.20, 0.25, 0.32, 0.48, 0.39, -0.47, 0.34, -0.12, 0.48, -0.46, 0.21, -0.40, 0.70, -0.34, 0.21, -0.37, 1.16, -0.52, -0.71, 0.11, -0.27, -0.05, -0.30, 0.73, -0.31, 0.03, -0.30, 0.63, -0.29, -0.54, 0.89, -0.38, 0.15, -0.31, 0.75, -0.32, -0.08, -0.35, -0.18, 0.06]
}